Entry 1:
Entry from OMol25: a structure of composition C36H90ClN6O12 in a non-equilibrium geometry (ωB97M-V/def2-TZVPD).

Computed properties:
HOMO-LUMO gap: 7.8 eV
HOMO energy: -5.473 eV
Energy above the lowest of the compared OMol25 structures with the same formula, charge and spin: 642.77 kcal/mol
Charge: -1
LUMO level: 2.4 eV

Geometry as XYZ:
```
145
C36H90ClN6O12 (ωB97M-V/def2-TZVPD)
Cl -0.57 -0.32 1.13
O -1.83 -0.85 0.62
O -0.39 -0.90 2.45
O 0.57 -0.76 0.37
O -0.62 1.11 1.12
C 2.15 1.91 -2.73
C 2.76 1.05 -1.54
C 3.11 -0.38 -1.93
C 4.39 -0.58 -2.77
C 5.62 0.01 -2.03
C 5.36 1.52 -1.64
N 3.99 1.66 -1.02
O 3.93 2.93 -0.46
C 6.44 1.87 -0.55
C 5.48 2.35 -2.91
C 1.61 0.87 -0.45
H 2.97 2.15 -3.41
H 1.82 2.88 -2.36
H 1.28 1.43 -3.17
H 3.10 -1.04 -1.07
H 2.36 -0.87 -2.55
H 4.15 -0.31 -3.79
H 4.37 -1.65 -2.96
H 6.52 -0.18 -2.62
H 5.60 -0.60 -1.12
H 7.47 1.92 -0.91
H 6.22 2.81 -0.05
H 6.43 1.10 0.22
H 6.54 2.31 -3.17
H 5.12 1.75 -3.74
H 5.08 3.36 -2.85
H 1.06 -0.07 -0.47
H 0.93 1.71 -0.58
H 1.99 0.92 0.57
H 3.68 3.49 -1.20
C -1.89 5.18 -2.99
C -2.28 3.84 -2.22
C -1.09 2.82 -2.35
C 0.22 2.92 -1.54
C -0.27 3.19 -0.01
C -1.35 4.26 0.14
N -2.52 4.11 -0.77
O -3.67 4.85 -0.48
C -1.84 4.05 1.55
C -0.68 5.64 -0.01
C -3.47 3.15 -2.92
H -2.31 6.07 -2.52
H -2.29 5.10 -4.01
H -0.81 5.17 -3.07
H -1.33 1.76 -2.27
H -0.64 2.93 -3.34
H 0.75 3.73 -2.05
H 0.85 2.03 -1.64
H 0.70 3.61 0.28
H -0.52 2.31 0.57
H -2.52 3.20 1.60
H -1.06 3.72 2.24
H -2.33 4.93 1.96
H -0.16 5.93 0.90
H 0.02 5.65 -0.84
H -1.43 6.41 -0.21
H -4.39 3.72 -2.76
H -3.71 2.13 -2.61
H -3.40 3.12 -4.00
H -4.40 4.23 -0.45
C -2.78 1.30 3.07
O -1.42 1.23 3.25
H -3.19 2.05 3.75
H -3.03 1.78 2.13
H -3.12 0.27 3.22
H -1.07 1.07 2.37
C 1.91 -2.42 -1.34
O 0.54 -2.54 -1.01
H 2.62 -2.17 -0.55
H 2.18 -3.46 -1.54
H 2.13 -1.84 -2.24
H 0.47 -2.52 -0.05
C -4.37 0.28 -3.27
C -3.78 -0.46 -2.02
C -4.38 0.04 -0.64
O -4.26 1.45 -0.45
C -3.29 1.75 0.48
N -4.05 -1.88 -2.14
H -4.06 -0.37 -4.09
H -4.06 1.31 -3.40
H -5.46 0.26 -3.15
H -2.73 -0.18 -1.93
H -3.95 -0.53 0.18
H -5.45 -0.11 -0.68
H -2.27 1.41 0.32
H -3.80 1.51 1.42
H -3.21 2.83 0.50
H -3.65 -2.21 -3.01
H -3.49 -2.42 -1.49
C 0.39 -4.24 3.08
C 1.06 -4.05 1.76
C 0.95 -5.28 0.82
O 1.92 -6.32 1.26
C 1.82 -7.51 0.48
N 0.64 -2.86 1.08
H 0.31 -3.29 3.61
H 1.02 -4.84 3.74
H -0.62 -4.65 2.98
H 2.10 -3.81 1.96
H 1.25 -4.97 -0.19
H -0.06 -5.67 0.81
H 0.83 -7.95 0.40
H 2.49 -8.22 0.95
H 2.10 -7.29 -0.55
H 1.54 -2.44 0.90
H 0.24 -2.27 1.80
C -5.13 -2.56 1.01
C -3.67 -2.66 1.46
C -2.72 -2.83 0.30
O -3.09 -3.96 -0.56
C -3.25 -5.18 0.06
N -3.50 -1.49 2.25
H -5.19 -1.70 0.34
H -5.92 -2.40 1.74
H -5.37 -3.43 0.40
H -3.63 -3.56 2.08
H -1.68 -3.02 0.59
H -2.81 -1.91 -0.27
H -2.33 -5.66 0.42
H -3.61 -5.81 -0.75
H -3.84 -5.28 0.97
H -3.86 -0.70 1.73
H -2.52 -1.27 2.17
C 1.83 -1.43 4.68
C 2.30 -0.07 4.24
C 3.74 -0.24 3.61
O 3.78 -1.16 2.44
C 3.25 -0.71 1.24
N 1.31 0.46 3.35
H 0.75 -1.55 4.64
H 2.19 -1.67 5.68
H 2.27 -2.27 4.13
H 2.29 0.71 5.00
H 4.40 -0.75 4.31
H 3.98 0.80 3.39
H 3.57 0.28 0.91
H 2.18 -0.92 1.24
H 3.57 -1.42 0.48
H 1.61 1.36 3.00
H 1.35 -0.11 2.52
```

---

Entry 2:
Entry from OMol25: a cluster of 9 separate species, C36H90O18 in total in a non-equilibrium geometry (ωB97M-V/def2-TZVPD).

Computed properties:
HOMO-LUMO gap: 9.8 eV
HOMO energy: -9.281 eV
Structure (SMILES): COCCOC.COCCOC.COCCOC.COCCOC.COCCOC.COCCOC.COCCOC.COCCOC.COCCOC
Energy above the lowest of the compared OMol25 structures with the same formula, charge and spin: 70.13 kcal/mol
Charge: 0
LUMO level: 0.6 eV

Geometry as XYZ:
```
144
C36H90O18 (ωB97M-V/def2-TZVPD)
C 7.03 -25.42 -7.94
O 5.66 -25.36 -7.59
C 5.27 -26.40 -6.69
C 3.74 -26.49 -6.83
O 3.16 -25.65 -5.79
C 1.75 -25.38 -5.91
H 7.22 -26.40 -8.38
H 7.54 -25.17 -7.01
H 7.32 -24.72 -8.72
H 5.60 -26.26 -5.66
H 5.54 -27.41 -6.98
H 3.41 -27.51 -6.63
H 3.42 -26.14 -7.81
H 1.51 -25.04 -6.92
H 1.46 -24.60 -5.21
H 1.20 -26.27 -5.62
C 2.44 -23.73 -9.83
O 2.97 -22.40 -9.76
C 4.42 -22.45 -9.72
C 4.96 -20.96 -9.61
O 4.59 -20.55 -8.27
C 4.97 -19.17 -8.05
H 1.35 -23.76 -9.81
H 2.68 -24.17 -8.86
H 2.87 -24.34 -10.63
H 4.90 -22.95 -10.56
H 4.83 -23.03 -8.90
H 4.48 -20.36 -10.38
H 6.04 -20.82 -9.72
H 6.01 -18.89 -8.20
H 4.83 -18.91 -7.00
H 4.38 -18.45 -8.61
C 8.72 -17.49 -1.81
O 8.23 -18.59 -0.99
C 7.18 -19.37 -1.56
C 5.77 -18.72 -1.29
O 5.46 -18.65 0.09
C 4.96 -19.78 0.74
H 7.91 -17.08 -2.42
H 9.50 -17.66 -2.55
H 9.26 -16.85 -1.12
H 7.26 -20.32 -1.04
H 7.30 -19.64 -2.61
H 4.90 -19.11 -1.82
H 5.77 -17.71 -1.70
H 5.62 -20.65 0.71
H 3.98 -19.93 0.27
H 4.72 -19.75 1.80
C 9.87 -20.22 -4.16
O 10.05 -21.62 -3.97
C 9.48 -22.03 -2.74
C 9.56 -23.60 -2.64
O 10.83 -24.20 -2.44
C 11.42 -23.81 -1.18
H 10.03 -20.03 -5.22
H 10.69 -19.74 -3.62
H 8.87 -19.85 -3.96
H 8.46 -21.65 -2.67
H 10.04 -21.58 -1.93
H 9.04 -24.00 -3.51
H 8.93 -23.91 -1.81
H 10.63 -24.00 -0.45
H 11.73 -22.77 -1.07
H 12.29 -24.42 -0.91
C 1.74 -23.84 -2.47
O 1.55 -24.32 -1.20
C 0.39 -24.05 -0.51
C 0.33 -24.77 0.84
O -0.04 -26.13 0.62
C -0.13 -26.79 1.87
H 0.95 -24.14 -3.15
H 2.69 -24.23 -2.85
H 1.92 -22.77 -2.47
H -0.52 -24.27 -1.08
H 0.44 -22.97 -0.35
H -0.48 -24.33 1.42
H 1.23 -24.75 1.45
H 0.83 -26.75 2.38
H -0.49 -27.82 1.85
H -0.76 -26.21 2.54
C 1.82 -19.83 -3.66
O 1.49 -20.91 -4.56
C 1.85 -20.70 -5.89
C 1.91 -22.05 -6.60
O 0.63 -22.70 -6.64
C -0.41 -22.03 -7.33
H 2.90 -19.81 -3.54
H 1.36 -19.99 -2.68
H 1.42 -18.90 -4.07
H 2.85 -20.27 -5.94
H 1.17 -20.00 -6.38
H 2.62 -22.76 -6.17
H 2.28 -21.94 -7.62
H -1.27 -22.71 -7.34
H -0.18 -21.86 -8.38
H -0.76 -21.09 -6.92
C 7.46 -21.76 -6.20
O 6.77 -21.12 -5.10
C 5.52 -21.76 -4.73
C 5.49 -23.15 -4.12
O 6.35 -23.15 -3.00
C 5.70 -22.65 -1.83
H 6.87 -21.71 -7.12
H 7.66 -22.82 -6.04
H 8.39 -21.21 -6.32
H 4.95 -21.76 -5.66
H 4.97 -21.12 -4.04
H 5.76 -23.97 -4.79
H 4.46 -23.38 -3.84
H 5.66 -21.56 -1.86
H 6.37 -22.74 -0.98
H 4.76 -23.06 -1.49
C 6.46 -31.13 -6.65
O 6.87 -29.83 -6.24
C 8.26 -29.61 -6.07
C 8.53 -28.22 -5.56
O 7.99 -27.95 -4.22
C 8.35 -26.63 -3.70
H 5.38 -31.11 -6.76
H 6.75 -31.96 -6.01
H 6.85 -31.36 -7.64
H 8.75 -29.88 -7.01
H 8.68 -30.32 -5.37
H 7.97 -27.56 -6.23
H 9.59 -27.98 -5.66
H 9.43 -26.57 -3.57
H 7.89 -26.43 -2.73
H 7.98 -25.85 -4.37
C 4.31 -27.21 -3.22
O 3.90 -27.89 -2.08
C 4.30 -29.26 -2.08
C 5.78 -29.56 -2.30
O 6.06 -30.81 -1.68
C 7.32 -31.31 -1.96
H 3.80 -27.69 -4.05
H 5.38 -27.10 -3.44
H 3.91 -26.20 -3.30
H 3.80 -29.87 -2.83
H 4.00 -29.71 -1.13
H 6.45 -28.79 -1.91
H 5.94 -29.65 -3.37
H 8.12 -30.72 -1.53
H 7.45 -31.46 -3.03
H 7.34 -32.30 -1.49
```

---

Entry 3:
Entry from OMol25: a cluster of 12 separate species, C36H91BN5O22 in total in a non-equilibrium geometry (ωB97M-V/def2-TZVPD).

Computed properties:
HOMO-LUMO gap: 8.8 eV
HOMO energy: -6.642 eV
Charge: -1
LUMO level: 2.1 eV

Geometry as XYZ:
```
155
C36H91BN5O22 (ωB97M-V/def2-TZVPD)
O -13.42 -19.16 -1.37
C -14.13 -19.04 -0.43
O -14.68 -17.95 0.11
B -15.61 -18.33 1.16
O -15.50 -19.80 1.35
C -14.69 -20.22 0.41
O -14.41 -21.37 0.22
O -16.95 -17.84 0.88
C -17.29 -16.85 1.68
O -18.31 -16.24 1.64
C -16.18 -16.75 2.74
O -15.28 -17.68 2.46
O -16.13 -16.01 3.67
C -17.93 -16.23 -1.92
O -17.76 -14.83 -1.76
H -17.09 -16.77 -1.50
H -18.90 -16.61 -1.61
H -17.92 -16.47 -2.99
H -17.54 -14.64 -0.83
C -14.97 -24.57 2.08
O -14.27 -23.36 2.30
H -14.61 -25.39 2.69
H -16.03 -24.49 2.35
H -14.84 -24.81 1.02
H -14.52 -22.74 1.59
C -17.45 -20.58 -1.71
O -18.00 -19.31 -1.39
H -17.38 -21.07 -0.73
H -18.18 -21.11 -2.32
H -16.51 -20.46 -2.26
H -17.68 -18.92 -0.56
C -10.57 -18.21 0.65
O -9.50 -18.28 -0.30
H -10.25 -17.57 1.48
H -11.47 -17.73 0.26
H -10.71 -19.21 1.06
H -9.45 -19.21 -0.56
C -12.37 -17.36 4.54
O -11.08 -17.74 5.03
H -13.12 -17.14 5.30
H -12.29 -16.44 3.96
H -12.74 -18.15 3.90
H -10.74 -18.40 4.43
C -17.92 -15.47 6.44
O -18.88 -15.76 7.46
H -17.45 -14.51 6.60
H -17.18 -16.27 6.33
H -18.49 -15.36 5.52
H -19.62 -16.20 7.05
C -12.36 -20.62 -8.63
O -11.75 -20.67 -7.37
C -11.06 -19.45 -7.01
C -12.11 -18.37 -6.69
N -11.60 -17.13 -6.07
C -10.92 -17.34 -4.79
C -11.90 -17.47 -3.61
O -12.66 -16.29 -3.59
C -13.67 -16.31 -2.63
H -11.75 -20.21 -9.44
H -13.32 -20.09 -8.60
H -12.69 -21.65 -8.85
H -10.31 -19.16 -7.75
H -10.58 -19.82 -6.11
H -12.91 -18.77 -6.05
H -12.59 -18.19 -7.65
H -12.46 -16.62 -5.87
H -10.44 -16.38 -4.55
H -10.12 -18.08 -4.85
H -11.28 -17.56 -2.71
H -12.49 -18.37 -3.81
H -13.29 -16.34 -1.61
H -14.46 -17.06 -2.71
H -14.29 -15.41 -2.64
C -15.01 -14.39 0.63
O -16.36 -14.05 0.41
C -16.67 -12.72 0.82
C -18.19 -12.61 0.90
N -18.89 -13.40 1.91
C -18.47 -13.14 3.27
C -18.98 -11.80 3.87
O -19.88 -12.04 4.94
C -21.11 -12.56 4.50
H -14.78 -15.37 0.21
H -14.85 -14.50 1.71
H -14.27 -13.73 0.17
H -16.33 -12.07 0.01
H -16.17 -12.44 1.75
H -18.63 -12.86 -0.07
H -18.54 -11.57 1.00
H -18.88 -14.37 1.64
H -17.37 -13.23 3.28
H -18.76 -13.93 3.96
H -19.50 -11.27 3.07
H -18.15 -11.21 4.25
H -21.07 -13.45 3.89
H -21.63 -11.76 3.96
H -21.72 -12.78 5.38
C -19.35 -11.36 -2.21
O -20.44 -11.27 -1.32
C -21.57 -12.03 -1.73
C -21.45 -13.53 -1.46
N -21.31 -13.71 -0.01
C -21.64 -15.10 0.30
C -21.69 -15.42 1.79
O -22.37 -16.63 1.99
C -22.15 -17.16 3.27
H -18.50 -10.87 -1.73
H -19.44 -10.74 -3.11
H -19.07 -12.41 -2.35
H -21.70 -11.87 -2.81
H -22.40 -11.58 -1.19
H -20.62 -13.97 -2.03
H -22.32 -14.04 -1.86
H -20.42 -13.44 0.40
H -20.90 -15.82 -0.09
H -22.57 -15.43 -0.18
H -22.07 -14.59 2.41
H -20.64 -15.47 2.10
H -22.32 -18.24 3.24
H -22.83 -16.78 4.04
H -21.12 -16.94 3.60
C -12.13 -25.27 -0.92
C -12.09 -24.43 -2.19
C -11.75 -23.00 -1.75
O -11.35 -22.16 -2.80
C -12.38 -21.66 -3.62
N -11.06 -25.01 -3.05
H -11.22 -25.44 -0.34
H -12.41 -26.31 -1.09
H -12.88 -24.87 -0.23
H -13.09 -24.52 -2.63
H -10.99 -23.08 -0.97
H -12.60 -22.52 -1.25
H -13.18 -21.19 -3.05
H -12.81 -22.49 -4.21
H -11.93 -21.03 -4.39
H -10.33 -25.41 -2.48
H -10.59 -24.28 -3.58
C -20.04 -20.23 2.68
C -18.87 -21.20 2.46
C -18.72 -22.23 3.60
O -18.45 -21.60 4.83
C -17.05 -21.59 5.10
N -19.02 -21.96 1.23
H -19.88 -19.40 1.99
H -20.06 -19.84 3.70
H -20.94 -20.82 2.57
H -17.93 -20.63 2.39
H -17.95 -22.95 3.29
H -19.62 -22.84 3.65
H -16.92 -20.99 5.99
H -16.45 -21.28 4.25
H -16.74 -22.60 5.41
H -19.13 -21.40 0.39
H -18.11 -22.38 1.03
```

---

- Which of these has the highest HOMO energy?
  C36H90ClN6O12

---

- Look up the HOMO energy of the third one.
  -6.642 eV

---

- HOMO-LUMO gap of number 1 (C36H90ClN6O12)?
  7.8 eV

---

- The lowest HOMO energy belongs to which entry?
  C36H90O18